1.
C24H43CeFP2 | the ωB97M-V functional and the def2-TZVPD basis

## Properties
electronic energy = -59790.3109 eV
energy relative to the best compared isomer or geometry (same formula, charge and spin) = 299.85 kJ/mol
F_max = 6.89 eV Å⁻¹

```
! RIJCOSX wB97M-V def2-TZVPD def2/J DEFGRID3
* xyz 2 1
Ce -1.20 1.49 2.62
C -0.08 0.39 4.47
C 0.95 0.86 3.58
C -0.23 2.73 4.39
C -0.76 1.54 5.01
C 0.86 2.31 3.50
C -0.17 -1.03 4.95
H 0.23 -1.72 4.20
H -1.20 -1.32 5.15
H 0.39 -1.22 5.89
C -1.84 1.43 6.03
H -1.63 0.66 6.79
H -2.82 1.16 5.60
H -1.97 2.38 6.58
C -0.82 4.09 4.54
H -1.18 4.21 5.56
H -1.66 4.30 3.86
H -0.04 4.85 4.35
C 1.83 3.16 2.76
H 2.18 3.97 3.41
H 1.42 3.62 1.86
H 2.69 2.59 2.44
C 2.09 0.03 3.09
H 3.02 0.60 3.10
H 1.98 -0.37 2.09
H 2.25 -0.83 3.75
C -0.24 -3.20 1.02
C 0.81 -3.26 1.86
C 2.25 -3.26 1.50
C 2.63 -2.94 0.05
C 2.41 -1.51 -0.38
C 1.32 -0.96 -0.94
C -0.08 -1.31 -0.59
C -0.28 -2.82 -0.44
H 2.70 -4.22 1.79
H 2.15 -3.66 -0.63
H 2.76 -2.54 2.15
H 0.41 -3.39 -1.08
H -1.26 -3.27 1.48
H 0.59 -3.39 2.93
H -1.30 -3.08 -0.77
H -0.36 -0.82 0.35
H 1.45 -0.07 -1.57
H -0.78 -0.94 -1.36
H 3.73 -3.07 0.00
H 3.30 -0.86 -0.27
P -0.92 -0.78 -3.65
P -1.02 2.05 -4.52
C -1.22 -0.58 -5.51
C -1.67 0.85 -5.83
H -2.02 -1.29 -5.79
H -0.29 -0.85 -6.04
H -1.24 1.14 -6.80
H -2.77 0.94 -5.88
C -1.67 3.48 -5.47
H -1.26 4.40 -5.06
H -2.76 3.48 -5.40
H -1.37 3.36 -6.51
C 0.68 2.06 -5.27
H 0.60 2.03 -6.36
H 1.26 1.20 -4.91
H 1.16 2.99 -4.97
C -2.48 -1.74 -3.43
H -2.60 -2.06 -2.39
H -2.45 -2.62 -4.08
H -3.33 -1.10 -3.71
C 0.33 -2.11 -3.90
H 0.95 -1.86 -4.77
H -0.19 -3.05 -4.08
H 0.99 -2.20 -3.04
F -3.18 0.97 2.76
*
```

2.
C12H27ClN4O2 | the ωB97M-V functional and the def2-TZVPD basis

## Properties
electronic energy = -35445.4356 eV
energy relative to the best compared isomer or geometry (same formula, charge and spin) = 0.00 kJ/mol
F_max = 1.57 eV Å⁻¹

```
! RIJCOSX wB97M-V def2-TZVPD def2/J DEFGRID3
* xyz 2 1
C 2.88 0.01 2.78
C 2.88 -0.30 1.32
O 3.26 0.41 0.46
N 2.45 -1.68 0.88
H 2.15 -2.28 1.66
H 1.49 -1.53 0.45
C 3.50 -2.42 0.14
H 2.21 -0.64 3.34
H 2.73 1.08 2.85
H 3.89 -0.19 3.17
H 3.55 -3.43 0.52
H 4.51 -2.02 0.17
H 3.22 -2.50 -0.91
C 0.50 -1.40 -3.11
C 1.76 -1.81 -3.75
O 2.85 -1.42 -3.51
N 1.63 -2.86 -4.85
H 2.11 -3.72 -4.55
H 0.65 -3.15 -4.93
C 2.30 -2.50 -6.15
H -0.24 -1.01 -3.81
H 0.71 -0.71 -2.30
H 0.06 -2.32 -2.69
H 2.17 -3.29 -6.89
H 3.36 -2.38 -5.93
H 1.83 -1.60 -6.51
C -0.31 1.86 2.75
C -1.13 2.85 1.95
N -2.53 2.45 1.89
C -3.07 1.52 1.06
C -4.41 1.54 1.25
N -4.65 2.49 2.21
C -3.51 3.02 2.60
C -5.99 2.85 2.72
H -0.43 0.83 2.42
H -0.70 1.89 3.77
H 0.74 2.10 2.83
H -0.78 3.11 0.95
H -1.07 3.84 2.42
H -2.50 0.90 0.38
H -5.22 1.07 0.72
H -3.37 3.72 3.40
H -6.08 2.47 3.74
H -6.76 2.48 2.06
H -6.02 3.94 2.74
Cl -0.61 -1.24 0.30
*
```

Which of these has the lowest energy relative to the best compared isomer or geometry (same formula, charge and spin)?
C12H27ClN4O2